# 1
Below is C29H39N2O14P2SY as an isolated structure, with properties calculated with ωB97M-V/def2-TZVPD.

```
88
C29H39N2O14P2SY (ωB97M-V/def2-TZVPD)
Y 1.06732 -1.52056 -0.40663
O 3.33071 -4.16595 -3.49140
C 3.06938 -3.45866 -2.39235
O 2.33440 -3.81705 -1.50954
C 3.80698 -2.14911 -2.33657
C 4.77633 -1.74801 -3.24779
C 5.35591 -0.50117 -3.06835
C 4.94940 0.29908 -2.00719
C 3.97293 -0.19658 -1.15620
N 3.43146 -1.39825 -1.31267
C 3.43628 0.53094 0.05695
O 3.64330 1.84993 0.13107
O 2.91860 -0.09275 0.94713
H 2.76955 -4.96060 -3.45571
H 5.05249 -2.38934 -4.06851
H 6.11764 -0.15217 -3.75204
H 5.38214 1.27381 -1.83797
H 3.37812 2.25422 -0.71165
C 1.45275 4.82539 -1.50428
C 0.52546 3.97091 -0.65238
C 0.64353 4.34554 0.81552
O 0.86070 2.59341 -0.73087
P 0.27566 1.48912 -1.84174
O 1.34337 0.46402 -1.51625
C -1.36676 1.42151 -1.03656
P -1.37478 0.64914 0.60348
O -0.12896 -0.09583 0.95224
O -1.57906 1.78777 1.68604
C -2.85294 2.44559 1.92370
C -2.69592 3.91844 1.61603
C -3.23018 2.18442 3.36653
O -2.70276 -0.18411 0.57802
C -3.07552 -1.15044 1.62386
C -2.73549 -2.54411 1.15974
C -4.55494 -0.94406 1.86126
O 0.46156 2.47171 -3.06892
C -0.16431 2.69199 -4.36992
C 0.46541 1.82792 -5.44326
C -1.67629 2.64288 -4.31763
H 1.13969 5.86876 -1.47077
H 1.47471 4.50309 -2.53937
H 2.46448 4.77973 -1.09990
H -0.51185 4.12263 -0.98901
H 1.67603 4.22269 1.13837
H 0.02310 3.70414 1.43878
H 0.35494 5.38484 0.97394
H -2.10246 0.89445 -1.63714
H -1.67650 2.45999 -0.89932
H -3.59324 2.00401 1.25383
H -1.96227 4.37894 2.27448
H -3.65069 4.42098 1.76257
H -2.38214 4.08680 0.58716
H -2.48937 2.62049 4.03220
H -3.28893 1.11867 3.57462
H -4.19825 2.62975 3.58908
H -2.50133 -0.89448 2.52206
H -3.20733 -2.75025 0.20222
H -3.10603 -3.26114 1.89756
H -1.66229 -2.70047 1.07691
H -5.11336 -1.16597 0.95417
H -4.77741 0.07618 2.16730
H -4.89650 -1.61735 2.64583
H 0.13266 3.73403 -4.55825
H 0.14268 0.79802 -5.37750
H 1.54884 1.86955 -5.37283
H 0.18065 2.22383 -6.42143
H -2.04346 1.63681 -4.15625
H -2.06746 2.99309 -5.27411
H -2.06311 3.30394 -3.54142
O -1.46748 -1.95101 -3.71263
S -0.53489 -1.32636 -2.83653
O -0.45112 0.16296 -3.15937
O 0.82753 -1.90856 -2.80920
O -0.92681 -1.37305 -1.37296
N -0.49120 -6.84840 8.20387
C -0.26529 -6.30437 7.21956
C 0.01813 -5.62336 5.98521
C 0.50874 -6.34100 4.89660
C 0.77725 -5.68480 3.71170
C 0.56144 -4.30720 3.59214
C 0.07276 -3.60207 4.69561
C -0.19796 -4.25087 5.88321
C 0.82665 -3.63550 2.36054
C 1.03790 -3.04784 1.31470
H 0.67648 -7.40600 4.98408
H 1.15672 -6.23121 2.86044
H -0.08274 -2.53564 4.60830
H -0.57336 -3.70051 6.73575
```

Values from the calculation:
energy above the lowest of the compared OMol25 structures with the same formula, charge and spin: 0.0 kJ/mol
lowest unoccupied orbital energy: -0.74 eV



# 2
Below is an isolated ion of composition C3H11N4O and charge +1 in a non-equilibrium geometry, with properties calculated with ωB97M-V/def2-TZVPD.

```
19
C3H11N4O (ωB97M-V/def2-TZVPD)
C -1.16307 0.52171 -0.38311
C -2.59260 -0.86124 0.93911
C 1.71802 -0.80620 -0.24042
N -1.86597 1.51353 -0.93805
N 1.98059 1.24286 1.10509
N 0.02044 0.81716 0.12826
N 1.13031 0.19189 0.70079
O -1.74300 -0.68570 -0.26154
H -3.27909 -1.63111 0.58153
H -1.86223 -1.15536 1.71205
H -3.15849 -0.05726 1.26645
H 0.95244 -1.02976 -0.94806
H 2.64280 -0.42497 -0.73108
H 2.02464 -1.77002 0.29097
H -1.51804 2.33813 -1.25043
H -2.88771 1.28044 -0.83726
H 1.94270 2.08790 0.55018
H 2.92301 1.01520 1.31306
H 0.25940 1.80934 0.07014
```

Values from the calculation:
⟨S²⟩: 2.006
net charge: +1
lowest unoccupied orbital energy (spin up / spin down): -3.06 / -7.16 eV
spin multiplicity: 3



# 3
Below is a 2-piece molecular cluster, C2H7NOS overall in a non-equilibrium geometry, with properties calculated with ωB97M-V/def2-TZVPD.

```
12
C2H7NOS (ωB97M-V/def2-TZVPD)
C -1.96383 0.19781 1.08590
S -1.93953 0.86504 -0.57487
H -2.83361 0.35521 1.72214
H -1.10041 0.43793 1.69902
H -1.95995 -0.88873 0.96170
H -2.33282 2.09359 -0.22994
C 2.09506 -1.11214 0.11126
N 1.30841 -0.02358 -0.08352
O 3.28712 -1.16793 -0.08287
H 1.52887 -1.96408 0.51767
H 0.34984 -0.20076 0.16092
H 1.65519 0.79738 -0.54358
```

Values from the calculation:
energy above the lowest of the compared OMol25 structures with the same formula, charge and spin: 53.3 kJ/mol
lowest unoccupied orbital energy: 0.60 eV
SMILES: NC=O.CS



# 4
Below is C5H6N2 as an isolated structure, with properties calculated with ωB97M-V/def2-TZVPD.

```
13
C5H6N2 (ωB97M-V/def2-TZVPD)
N -0.51412 -0.58938 1.85158
C 0.29421 -1.43715 1.40432
C -0.73560 -1.11636 0.44144
C -0.40607 -0.18613 -0.70912
C -0.29278 1.32844 -0.37053
C 1.13493 1.04950 -0.73446
N 1.05369 -0.19495 -1.03670
H -1.58959 -1.78135 0.31605
H -1.02069 -0.41987 -1.58438
H -0.83379 2.01673 -1.02713
H -0.48302 1.57995 0.67808
H 2.04278 1.65551 -0.75817
H 1.20884 -1.94002 1.69287
```

Values from the calculation:
energy above the lowest of the compared OMol25 structures with the same formula, charge and spin: 333.3 kJ/mol
lowest unoccupied orbital energy: 1.23 eV



no.,E_tot (Eh)
1,-3410.95925
2,-414.66050
3,-608.57683
4,-303.50913